Computed, not measured: a structure of composition C14H11Cl3O2SV, with ωB97M-V/def2-TZVPD.

The geometry in XYZ format:
```
32
Properties=species:S:1:pos:R:3:lowdin_spin:R:1
V 1.8537 -1.1010 -0.3238 2.76
Cl -3.5554 2.7431 2.7984 0.00
C -2.2358 2.0933 1.8727 0.00
C -1.9511 2.6332 0.6024 0.01
C -0.9212 2.1474 -0.1504 0.00
C -0.1068 1.0736 0.3073 0.01
O 0.8539 0.6456 -0.4306 0.04
C -0.4087 0.5453 1.5994 0.01
C 0.3537 -0.5036 2.1870 0.03
O 1.2895 -1.1328 1.6660 0.03
C -1.4757 1.0779 2.3633 0.00
H -2.5646 3.4435 0.2303 0.00
H -0.7022 2.5555 -1.1281 0.00
H 0.0879 -0.7760 3.2181 0.00
H -1.6832 0.6647 3.3431 0.00
S 2.4762 -2.7719 -1.8873 0.00
C 0.7414 -2.4304 -1.9517 0.01
C 0.1495 -1.7838 -3.0559 0.01
C -1.1528 -1.3449 -2.9977 0.00
C -1.9198 -1.5196 -1.8393 0.01
C -1.3718 -2.1699 -0.7582 0.01
C -0.0495 -2.6351 -0.8093 0.02
H 0.7497 -1.6203 -3.9411 0.00
H -1.5837 -0.8429 -3.8549 0.00
H -2.9373 -1.1540 -1.8003 0.00
H -1.9609 -2.3392 0.1347 0.00
H 0.3486 -3.2253 0.0096 0.01
Cl 4.6910 2.6129 1.5277 0.00
C 3.3852 1.6012 0.9366 0.01
Cl 4.0245 0.0869 0.2129 0.03
H 2.8328 2.1126 0.1589 0.00
H 2.7430 1.3140 1.7602 0.00
```

E_HOMO (spin up / spin down) = -7.68 / -8.24 eV
orbital gap (spin up / spin down) = 7.116 / 7.566 eV
2S+1 = 4